Record 1
# C42H88N4O22S3

A cluster of 13 separate species, C42H88N4O22S3 in total in a non-equilibrium geometry (ωB97M-V/def2-TZVPD, the OMol25 dataset).

XYZ file:
```
159
Properties=species:S:1:pos:R:3:mulliken_charge:R:1
C 0.111 4.415 -0.523 -0.34
C -0.194 -4.614 -0.153 0.53
H 5.833 -5.529 1.520 0.32
C 1.310 -0.863 0.680 -0.04
H -1.072 -5.163 -0.493 0.29
H -4.474 -0.146 -4.425 0.34
H 1.154 -0.250 -4.597 0.49
H 4.553 2.086 0.338 0.00
H 4.448 -0.241 -0.396 -0.21
H 1.631 1.855 6.705 0.22
C -5.025 -4.211 -1.548 -0.75
C 3.916 -4.734 1.795 -0.62
O 2.057 1.118 -0.352 -0.91
H 6.701 -2.980 2.333 0.42
H -2.300 -1.720 -3.261 -0.25
S 2.272 -0.038 4.496 1.14
O -1.869 -2.207 2.036 0.76
O 5.673 5.254 0.189 -0.54
H -1.919 0.021 0.198 -0.74
H 6.266 -0.615 -0.403 0.51
H -5.506 1.539 -0.365 0.66
H -4.302 -1.526 0.162 -0.06
H -1.986 2.478 1.537 -0.38
H -3.429 -4.038 1.073 0.00
C -0.791 3.804 2.813 -0.16
C -1.842 -0.815 3.918 0.49
S 5.266 4.931 1.529 1.04
H -5.942 -4.598 -1.993 0.35
H 0.350 4.014 -4.780 0.37
H 3.540 0.861 -2.672 -0.27
C -1.078 -2.880 3.047 0.06
O -2.450 2.404 3.536 -0.48
H -0.295 -0.687 -6.251 0.33
C 5.403 -4.740 2.136 -0.67
C -1.845 2.866 4.751 -0.37
H -0.053 -2.708 2.712 -0.52
H 1.806 3.291 -4.049 0.44
C 3.619 -3.232 1.461 2.27
C -0.144 -1.641 -3.747 0.76
C -4.496 3.415 -0.361 0.47
O 0.368 -5.323 -3.293 -0.60
C 4.321 2.611 1.265 0.77
H -1.095 -1.254 -0.826 -0.74
H 1.556 0.469 7.838 0.34
C 4.535 0.476 -2.917 0.12
H -2.994 3.233 -4.197 0.23
S 1.152 -4.632 -2.282 1.23
H -1.683 -2.906 -4.507 0.46
C 4.588 -1.025 -3.219 -0.40
H -1.444 4.606 2.458 0.45
H -0.970 4.545 -0.559 -0.12
H 2.705 -2.970 1.997 -1.06
H -3.141 1.565 -3.871 -0.27
H -1.271 -3.946 3.182 0.51
O 4.694 -2.476 1.931 -0.25
C -4.503 1.930 -0.178 -0.02
H 3.436 -3.084 0.391 -0.82
C 3.392 0.559 6.745 -0.42
H 0.116 -1.805 -2.700 -1.14
H 1.436 -1.748 0.056 0.00
H -2.898 -0.338 2.032 -0.55
H 5.358 -1.200 -3.969 0.36
H -1.598 1.990 5.358 0.07
H 3.987 1.364 7.172 0.35
H 3.656 -0.359 7.276 0.29
H 3.113 3.780 -0.207 -0.03
O 2.261 -3.851 -2.765 -0.45
H 3.689 -5.450 1.003 0.30
N -3.721 3.890 -1.351 0.74
H -0.987 -0.175 3.685 -0.89
H 0.559 -1.018 1.462 -0.34
C 4.996 -1.661 -1.878 0.38
O -1.981 -0.833 -4.973 -0.45
H -4.733 5.729 -1.521 0.37
C -5.232 0.152 -3.701 -0.39
O -5.174 4.131 0.371 -0.77
C -3.549 2.349 -4.508 -0.40
H -4.976 -3.239 1.428 0.27
H 0.102 4.016 2.221 -0.02
H -1.031 0.882 -5.683 0.32
O 1.683 -5.669 -1.118 -0.42
H 6.165 -3.255 0.726 0.18
H -4.495 -2.309 -2.474 -0.10
H -6.051 -0.555 -3.830 0.47
H -3.748 5.351 -2.861 0.32
H -4.379 1.693 0.880 0.35
C -0.686 3.762 4.324 -0.58
H 5.548 -4.992 3.185 0.21
C -1.495 2.471 2.511 1.48
N -0.121 0.660 -0.614 1.70
C -5.845 1.557 -3.843 0.30
H 3.862 1.957 2.002 -0.09
C 0.720 3.234 -4.111 -1.23
H 2.285 3.391 1.285 -0.45
C 1.917 0.815 6.871 -0.31
C -0.809 -0.156 -5.445 -0.64
H 0.485 5.327 -0.057 0.53
H -0.795 1.625 2.520 -0.77
C 0.018 3.400 -2.794 0.46
N 0.632 4.125 -1.846 0.06
H -0.435 -2.101 4.969 0.26
O 1.335 0.017 5.855 -0.35
C 5.357 -0.444 -0.973 0.08
H 0.265 3.365 4.678 0.09
H -0.049 0.538 -3.505 -1.24
H -0.160 1.474 -1.208 -0.98
O 1.910 0.916 3.494 -0.40
H 0.396 2.295 -4.548 0.02
C 3.253 3.664 0.868 0.73
H -5.277 3.463 -4.413 0.24
H -2.042 -2.847 4.923 0.43
C -3.778 5.274 -1.772 -1.13
H 2.192 -0.807 1.319 0.07
N -4.970 2.520 -4.234 -0.02
H -0.906 4.766 4.687 0.36
H -2.908 5.751 -1.319 0.30
H 1.487 4.581 -2.119 0.28
O 5.454 3.297 1.747 -0.47
C -4.043 -2.458 -0.348 1.54
H -3.782 1.429 -0.824 -0.72
C 0.118 -0.245 -4.245 1.05
H 3.253 -5.070 2.595 0.39
O 2.418 -1.413 4.079 -0.63
H 0.405 3.609 0.150 -0.29
H 1.708 -5.130 0.796 -0.32
H -2.404 -0.275 4.679 0.58
C -2.603 -1.176 2.667 0.05
O -7.000 1.806 -3.564 -0.67
H 0.677 -6.537 0.451 0.41
C -1.361 -2.178 4.398 -1.24
C -4.332 -3.617 0.628 -0.21
H -2.582 3.432 5.321 0.40
H 0.512 -2.323 -4.293 0.48
H 4.173 -2.245 -1.470 -0.74
O -1.116 2.954 -2.624 0.06
H -3.197 3.230 -1.902 -0.64
O 0.280 -3.748 -1.172 -0.15
H -4.192 -4.651 -2.110 0.25
C 5.832 -3.320 1.769 -0.52
H 4.939 1.092 -3.721 0.40
H 5.859 -2.299 -2.068 0.33
O 5.813 5.591 2.691 -0.56
H -3.409 2.114 -5.564 0.30
O -4.915 -4.593 -0.197 -0.51
C -1.306 -0.199 -0.678 1.98
H -1.910 0.177 -1.506 -0.89
H -2.984 -2.335 -0.581 -1.06
O 3.648 4.805 1.596 -0.42
H -4.830 0.104 -2.688 -0.21
O 3.603 0.459 5.364 -0.41
O 5.484 0.639 -1.864 -0.54
C 1.095 0.386 -0.110 0.52
C -1.606 -1.905 -4.083 -0.09
H -0.374 -4.007 0.732 -0.77
H -3.608 -1.516 2.960 0.31
C 0.981 -5.551 0.103 0.13
H 3.631 -1.420 -3.559 0.03
H -5.899 -2.234 -1.376 0.35
C -4.927 -2.697 -1.553 -0.09
```

## Properties
* net charge: 0
* energy above the lowest of the compared OMol25 structures with the same formula, charge and spin: 0.0 kJ/mol
* E_HOMO: -9.26 eV
* largest force on an atom: 0.0474 Eh/bohr
* LUMO energy: 0.043 eV

***

Record 2
# C42H96AgB2F14N7O6S2

A structure of composition C42H96AgB2F14N7O6S2 in a non-equilibrium geometry (ωB97M-V/def2-TZVPD, the OMol25 dataset).

XYZ file:
```
170
Properties=species:S:1:pos:R:3:mulliken_charge:R:1
H 0.672 -6.355 4.425 0.39
C 3.054 2.472 4.021 -0.91
H 2.096 2.883 4.362 0.41
C -0.191 -2.430 -4.860 -0.73
F -1.832 -3.739 1.168 -0.08
H 0.641 -9.820 -4.411 0.43
F -0.672 2.150 -2.710 -0.39
H 7.282 -0.564 4.001 0.39
H -5.249 2.365 -2.496 0.41
H 3.029 4.166 -1.508 0.23
F 3.361 -1.945 0.815 -0.15
H 3.222 2.028 0.227 0.30
H -3.856 0.914 -0.111 -0.03
N -5.803 1.473 -0.732 0.26
C 7.160 -0.863 2.954 -1.48
N 1.326 -3.854 4.217 -0.08
H -8.176 0.940 1.328 0.39
H -0.528 -3.655 3.466 -0.67
C 2.248 -0.746 -3.981 -0.32
H -0.434 3.771 -0.937 -0.97
H -0.105 5.278 4.802 0.44
S -3.592 -2.070 2.359 0.46
H -7.752 1.583 -1.606 0.48
C -7.208 0.536 1.029 -0.54
H 8.170 -1.076 2.597 0.40
H -4.971 -0.452 -0.270 0.14
C 0.905 -6.685 -2.974 -0.96
O -0.329 -2.667 5.885 -0.34
H -0.078 0.291 -4.156 -0.06
H -0.982 -6.544 -1.488 0.41
O -2.731 1.586 2.048 -0.41
C 6.417 0.159 2.103 -0.05
N 1.786 0.287 -5.008 0.38
H -5.452 1.815 1.336 0.09
H 2.007 -4.463 4.687 0.43
H -6.340 3.398 -1.497 0.39
N 0.401 5.396 0.100 0.04
C 2.877 1.386 2.910 -0.16
H -1.592 5.664 3.916 0.46
H 2.034 -8.680 -4.522 0.38
C 0.273 0.108 -5.166 -0.20
C 2.315 4.997 -1.289 -0.47
H -1.052 -1.018 6.835 0.16
C -0.109 -4.376 4.183 1.16
C 3.542 -0.178 -3.373 -0.75
H -0.096 0.886 -5.830 0.55
H -0.881 5.456 -1.453 0.29
C 0.183 -7.824 -3.760 0.29
H -0.573 3.880 1.176 -0.32
H 2.529 -0.924 -6.562 0.39
O -3.178 -2.526 3.663 -0.38
H 1.476 -0.871 -3.215 0.11
N 4.152 1.444 2.079 1.23
F -0.116 0.868 2.708 -0.25
H -1.277 -1.075 -6.010 0.47
H -6.999 -1.186 -0.470 0.23
H -4.381 3.580 0.255 0.36
F -0.442 -0.606 4.150 -0.02
H -0.949 -6.429 3.711 0.41
F -0.867 1.793 -0.383 -0.44
C -0.493 4.973 1.338 0.03
H 1.501 -9.394 -2.988 0.39
F 1.051 1.108 -1.519 0.00
H 5.033 0.507 3.715 0.53
O -4.967 -1.709 2.133 -0.52
H 0.748 -2.961 -4.909 0.28
C 2.116 1.604 -4.391 -0.30
H 3.522 0.473 -6.146 0.44
F -3.901 -4.356 1.007 -0.18
H -8.551 -0.380 -0.418 0.49
H -1.852 -4.145 5.338 0.40
C 3.853 1.227 0.632 -0.88
H 3.623 -0.397 -2.305 0.17
C -7.482 -0.209 -0.326 -0.78
H -6.634 0.400 -2.344 0.46
H -0.065 -5.097 -0.948 0.23
H 0.617 -7.177 -5.761 0.42
H -0.807 -8.092 -3.397 0.39
H 1.387 -2.944 4.694 0.45
H 0.342 6.451 2.649 0.31
H 2.246 2.307 -5.217 0.53
H 0.958 5.765 -2.896 0.53
C -7.006 0.813 -1.423 -0.54
C -0.785 -4.025 5.561 -0.81
H 2.887 5.894 -1.558 0.45
B 2.045 -2.285 1.028 -0.13
H 1.671 -3.693 3.253 0.30
F 1.234 -2.232 -0.144 -0.39
H 2.426 -1.675 -4.496 0.40
H 1.810 -6.390 -3.482 0.37
H 3.108 1.852 -2.565 -1.06
H -0.990 4.002 4.028 0.21
H -1.485 5.393 1.166 0.60
H 0.795 7.216 -1.018 0.38
H 1.153 -7.085 -2.007 0.49
H 1.281 1.933 -3.824 -0.41
H -0.476 -6.316 -5.028 0.20
H -3.401 5.509 -0.969 0.24
H -6.838 -0.066 1.877 0.30
C 4.972 0.312 2.649 -0.96
C -0.687 5.040 3.913 -1.53
C -4.670 0.504 -0.707 -0.57
C -1.214 -2.110 6.817 -0.73
H -3.834 4.867 -2.566 0.36
Ag -0.851 -1.175 0.669 2.29
C 1.147 -8.975 -3.931 -1.40
H 2.106 1.660 2.190 -0.22
H 4.553 4.059 3.867 0.52
H -0.441 -4.696 6.364 0.49
H -3.358 2.913 -0.991 -0.47
C 3.804 3.565 3.228 -0.32
F 1.418 -1.347 1.948 -0.34
H -1.597 -4.944 -1.910 0.17
H 6.750 -1.869 3.069 0.33
H 1.082 4.067 -2.773 -0.65
C -0.040 -5.841 3.767 -1.41
H 4.427 -0.626 2.525 0.23
H -0.681 7.256 0.011 0.28
O 0.141 -5.490 -2.922 -0.27
H -0.884 -7.913 -5.664 0.38
F -0.948 0.056 -1.881 -0.36
C -0.093 4.792 -1.171 0.90
H -6.894 2.694 0.718 0.56
H 0.988 7.199 0.754 0.46
C 0.146 5.354 2.658 0.27
N -2.597 -0.757 1.910 -0.40
C 0.345 6.893 -0.069 -0.85
F -0.964 1.450 4.639 -0.21
C 1.050 4.963 -2.172 0.14
C -0.205 -1.202 -5.754 -1.01
H 2.265 5.600 0.957 0.63
H -0.445 -2.177 -3.823 0.07
H 1.129 4.895 2.714 -0.29
C -3.101 -3.372 0.919 0.54
C 3.346 1.403 -3.535 0.85
H 6.995 1.108 2.098 0.30
C -5.455 2.736 -1.480 -1.01
H 1.726 3.908 0.638 -0.48
H -5.053 5.510 -1.476 0.45
H -1.026 -2.489 7.839 0.31
H 0.365 -5.927 2.753 0.36
H 2.022 0.749 -7.131 0.28
F -3.237 -2.802 -0.251 -0.19
H -2.272 -2.303 6.459 0.32
H 2.695 0.390 3.244 0.20
C -4.133 4.895 -1.493 -1.44
C -0.898 0.559 3.666 0.15
H 4.292 1.830 -3.893 0.64
B -0.356 1.316 -1.599 0.14
H -4.356 0.372 -1.732 0.27
C 1.802 4.951 0.226 0.00
O -3.566 0.428 3.982 -0.72
C 4.727 2.865 2.218 -0.66
S -2.648 0.469 2.898 0.50
H 4.397 -0.562 -3.907 0.39
H 0.279 -1.364 -6.726 0.36
H 4.765 1.126 0.071 0.59
C -6.334 1.766 0.707 -0.42
H 6.370 -0.191 1.050 0.27
H -0.967 -3.097 -5.277 0.45
H 3.260 0.314 0.590 -0.36
H 4.750 3.278 1.228 0.44
C -4.269 3.481 -0.824 0.80
C 2.497 0.145 -6.331 -0.95
H 3.559 2.061 4.904 0.46
F 1.865 -3.598 1.621 -0.50
N -0.212 -7.310 -5.155 -0.25
H 5.755 2.783 2.527 0.42
H 3.124 4.335 2.820 -0.13
C -0.669 -5.512 -1.761 -0.69
```

## Properties
* net charge: +4
* E_HOMO: -17.02 eV
* largest force on an atom: 0.0729 Eh/bohr
* LUMO energy: -7.396 eV

***

Look up the E_HOMO of the second one. -17.02 eV

***

The highest largest force on an atom belongs to which entry? C42H96AgB2F14N7O6S2